This record from the OMol25 dataset describes a cluster of 2 separate species, C4H8O2 in total. The level of theory is wB97M-V/def2-TZVPD.

CARTESIAN COORDINATES (ANGSTROEM)
C1 0.893 -1.375 0.523
C2 0.159 -1.359 1.616
O1 -0.375 -2.506 2.160
H1 1.269 -0.441 0.165
H2 0.949 -2.331 0.031
H3 -0.109 -0.465 2.154
H4 -1.336 -2.402 2.259
C3 0.493 1.591 -2.454
C4 -0.575 1.632 -1.682
O2 -0.629 2.046 -0.379
H5 0.366 1.251 -3.471
H6 1.428 1.981 -2.074
H7 -1.514 1.201 -1.984
H8 0.155 1.735 0.085

Summary:
lowest unoccupied orbital energy = 0.74 eV
relative energy (zero: lowest compared OMol25 entry of this formula, charge and spin) = 267.4 kJ/mol
multiplicity = 1
SMILES = C=CO.C=CO
highest occupied orbital energy = -9.499 eV
HOMO-LUMO gap = 10.238 eV

This record from the OMol25 dataset describes a cluster of 2 separate species, C5H16N2S in total. The level of theory is wB97M-V/def2-TZVPD.

CARTESIAN COORDINATES (ANGSTROEM)
C1 2.502 1.317 0.649
C2 1.301 0.459 1.031
C3 1.485 -0.217 2.381
S1 0.018 -1.224 2.789
H1 2.332 1.823 -0.299
H2 3.405 0.710 0.551
H3 2.694 2.064 1.422
H4 0.402 1.079 1.054
H5 1.131 -0.304 0.268
H6 1.605 0.541 3.155
H7 2.360 -0.864 2.366
H8 0.450 -1.614 4.003
C4 -1.902 0.307 -1.976
C5 -1.469 -0.819 -1.060
N1 -2.564 -1.776 -0.891
N2 -0.796 1.263 -2.137
H9 -2.244 -0.110 -2.932
H10 -2.736 0.841 -1.522
H11 -0.546 -1.266 -1.455
H12 -1.231 -0.393 -0.085
H13 -2.305 -2.467 -0.199
H14 -2.706 -2.289 -1.751
H15 -0.078 0.849 -2.728
H16 -1.106 2.088 -2.632

Summary:
lowest unoccupied orbital energy = 0.91 eV
relative energy (zero: lowest compared OMol25 entry of this formula, charge and spin) = 0.0 kJ/mol
multiplicity = 1
SMILES = CCCS.NCCN
highest occupied orbital energy = -8.969 eV
HOMO-LUMO gap = 9.884 eV

This record from the OMol25 dataset describes a cluster of 2 separate species, C5H14 in total. The level of theory is wB97M-V/def2-TZVPD.

CARTESIAN COORDINATES (ANGSTROEM)
C1 1.250 0.353 -0.404
C2 2.031 0.168 0.909
C3 2.213 0.223 -1.560
H1 0.653 1.254 -0.380
H2 0.589 -0.522 -0.406
H3 2.722 0.998 1.100
H4 1.375 0.087 1.780
H5 2.676 1.210 -1.764
H6 1.655 0.186 -2.503
H7 2.685 -0.706 0.922
H8 3.038 -0.467 -1.458
C4 -2.257 0.134 0.889
C5 -3.118 -0.830 0.108
H9 -2.420 1.215 0.826
H10 -2.423 -0.057 1.955
H11 -1.201 0.029 0.662
H12 -2.998 -1.840 0.526
H13 -2.829 -0.976 -0.928
H14 -4.188 -0.687 0.267

Summary:
lowest unoccupied orbital energy = 1.11 eV
relative energy (zero: lowest compared OMol25 entry of this formula, charge and spin) = 50.5 kJ/mol
multiplicity = 1
SMILES = CCC.CC
highest occupied orbital energy = -11.071 eV
HOMO-LUMO gap = 12.177 eV

This record from the OMol25 dataset describes a structure of composition C2H3NaO2. The level of theory is wB97M-V/def2-TZVPD.

CARTESIAN COORDINATES (ANGSTROEM)
O1 -0.294 -0.566 -0.398
C1 -1.766 -0.828 -0.076
C2 -0.773 -0.087 0.691
H1 -2.472 -0.287 -0.708
H2 -1.953 -1.878 0.151
H3 1.113 1.496 0.335
Na1 4.133 0.671 0.291
O2 2.012 1.480 -0.286

Summary:
lowest unoccupied orbital energy (alpha / beta) = -4.82 / -6.90 eV
relative energy (zero: lowest compared OMol25 entry of this formula, charge and spin) = 321.3 kJ/mol
net charge = +1
multiplicity = 2
highest occupied orbital energy (alpha / beta) = -13.180 / -13.176 eV
HOMO-LUMO gap (alpha / beta) = 8.360 / 6.273 eV

This record from the OMol25 dataset describes a cluster of 9 separate species, C71H145N7O11 in total. The level of theory is wB97M-V/def2-TZVPD.

CARTESIAN COORDINATES (ANGSTROEM)
C1 -12.741 -17.048 -16.461
C2 -11.445 -17.903 -16.649
C3 -10.622 -17.345 -17.819
C4 -9.979 -15.973 -17.528
C5 -9.131 -16.124 -16.268
C6 -9.868 -16.680 -15.007
N1 -10.534 -17.926 -15.441
O1 -11.047 -18.596 -14.443
C7 -8.734 -16.968 -13.992
C8 -10.816 -15.533 -14.350
C9 -11.855 -19.318 -17.075
H1 -13.173 -17.301 -15.492
H2 -13.426 -17.038 -17.309
H3 -12.476 -15.998 -16.339
H4 -9.762 -17.973 -18.051
H5 -11.221 -17.185 -18.716
H6 -10.742 -15.196 -17.488
H7 -9.339 -15.674 -18.358
H8 -8.788 -15.104 -16.096
H9 -8.228 -16.706 -16.453
H10 -9.195 -17.449 -13.129
H11 -8.029 -17.750 -14.272
H12 -8.188 -16.097 -13.628
H13 -10.238 -15.124 -13.521
H14 -11.141 -14.694 -14.965
H15 -11.588 -16.009 -13.745
H16 -12.555 -19.286 -17.909
H17 -12.427 -19.858 -16.321
H18 -10.996 -19.942 -17.324
H19 -10.412 -19.304 -14.312
C10 -14.655 -20.432 -2.318
C11 -16.150 -20.742 -2.566
C12 -16.946 -19.336 -2.657
C13 -16.942 -18.641 -4.033
C14 -17.354 -19.624 -5.121
C15 -16.479 -20.920 -5.107
N2 -16.364 -21.507 -3.749
O2 -15.662 -22.758 -3.820
C16 -17.177 -21.942 -6.017
C17 -15.085 -20.542 -5.649
C18 -16.582 -21.466 -1.224
H20 -14.588 -19.841 -1.404
H21 -14.183 -19.830 -3.094
H22 -14.107 -21.369 -2.228
H23 -17.943 -19.422 -2.225
H24 -16.363 -18.638 -2.057
H25 -15.993 -18.140 -4.226
H26 -17.737 -17.899 -3.957
H27 -17.377 -19.010 -6.021
H28 -18.411 -19.826 -4.951
H29 -17.226 -21.547 -7.032
H30 -16.549 -22.810 -6.220
H31 -18.226 -22.132 -5.793
H32 -14.476 -21.443 -5.577
H33 -15.036 -20.278 -6.705
H34 -14.610 -19.765 -5.050
H35 -16.484 -20.912 -0.290
H36 -15.973 -22.361 -1.095
H37 -17.611 -21.823 -1.261
H38 -16.384 -23.302 -3.497
C19 -22.502 -16.959 -2.185
C20 -21.082 -17.310 -2.571
C21 -21.119 -18.512 -3.499
C22 -21.530 -18.222 -4.915
C23 -20.570 -17.176 -5.582
C24 -20.516 -15.881 -4.669
N3 -20.329 -16.199 -3.253
O3 -20.256 -15.009 -2.484
C25 -19.305 -14.996 -5.218
C26 -21.734 -15.034 -5.113
C27 -20.326 -17.628 -1.215
H39 -23.149 -16.751 -3.036
H40 -22.505 -16.054 -1.576
H41 -22.922 -17.691 -1.495
H42 -20.279 -19.182 -3.318
H43 -21.864 -19.228 -3.154
H44 -22.572 -17.902 -4.945
H45 -21.508 -19.163 -5.464
H46 -20.808 -16.969 -6.626
H47 -19.554 -17.570 -5.562
H48 -19.210 -14.801 -6.287
H49 -19.298 -14.005 -4.764
H50 -18.306 -15.292 -4.898
H51 -21.846 -14.098 -4.565
H52 -21.798 -15.019 -6.201
H53 -22.631 -15.542 -4.760
H54 -20.761 -18.572 -0.885
H55 -20.425 -16.807 -0.506
H56 -19.239 -17.683 -1.275
H57 -19.369 -15.111 -2.131
C28 -18.151 -22.601 -15.955
C29 -18.013 -21.571 -17.104
C30 -19.335 -20.902 -17.330
C31 -19.732 -19.755 -16.397
C32 -18.583 -18.723 -16.375
C33 -17.227 -19.415 -16.000
N4 -16.981 -20.556 -16.889
O4 -15.661 -21.000 -16.749
C34 -16.152 -18.374 -16.189
C35 -17.166 -19.713 -14.516
C36 -17.697 -22.414 -18.368
H58 -18.816 -22.159 -15.212
H59 -17.189 -22.776 -15.473
H60 -18.664 -23.523 -16.226
H61 -19.457 -20.665 -18.387
H62 -20.143 -21.629 -17.409
H63 -19.878 -20.199 -15.412
H64 -20.659 -19.337 -16.788
H65 -18.928 -17.941 -15.698
H66 -18.508 -18.212 -17.335
H67 -16.170 -17.995 -17.211
H68 -16.299 -17.451 -15.627
H69 -15.158 -18.778 -15.998
H70 -17.319 -18.777 -13.978
H71 -17.916 -20.398 -14.118
H72 -16.236 -20.231 -14.282
H73 -17.440 -21.778 -19.215
H74 -18.489 -23.101 -18.666
H75 -16.725 -22.905 -18.327
H76 -15.210 -20.798 -17.572
C37 -16.803 -12.245 -11.763
C38 -15.934 -11.130 -12.487
C39 -15.963 -11.616 -14.004
C40 -15.620 -10.569 -15.031
C41 -16.687 -9.467 -14.901
C42 -16.639 -8.753 -13.518
N5 -16.664 -9.858 -12.477
O5 -16.828 -9.321 -11.204
C43 -15.473 -7.820 -13.366
C44 -17.962 -7.913 -13.508
C45 -14.521 -11.066 -11.914
H77 -16.168 -13.127 -11.853
H78 -17.767 -12.277 -12.271
H79 -16.870 -11.862 -10.745
H80 -15.208 -12.399 -14.077
H81 -16.904 -12.090 -14.284
H82 -15.740 -11.020 -16.016
H83 -14.626 -10.136 -14.919
H84 -17.670 -9.898 -15.091
H85 -16.566 -8.705 -15.671
H86 -15.404 -7.481 -12.333
H87 -14.517 -8.310 -13.555
H88 -15.579 -6.976 -14.048
H89 -18.079 -7.352 -12.580
H90 -18.063 -7.109 -14.237
H91 -18.855 -8.530 -13.614
H92 -14.590 -11.356 -10.865
H93 -14.148 -10.050 -12.042
H94 -13.783 -11.706 -12.397
H95 -17.703 -9.665 -11.008
C46 -15.193 -15.959 -13.066
C47 -14.713 -16.416 -11.647
C48 -13.893 -15.269 -10.982
C49 -13.763 -15.365 -9.367
C50 -15.235 -15.472 -8.818
C51 -15.954 -16.704 -9.351
N6 -15.923 -16.725 -10.854
O6 -16.717 -17.732 -11.391
C52 -15.343 -18.067 -8.805
C53 -17.420 -16.526 -8.898
C54 -13.797 -17.674 -11.861
H96 -14.398 -15.616 -13.727
H97 -15.812 -15.073 -12.929
H98 -15.710 -16.771 -13.577
H99 -12.915 -15.493 -11.408
H100 -14.089 -14.250 -11.316
H101 -13.309 -14.474 -8.934
H102 -13.196 -16.237 -9.041
H103 -15.790 -14.595 -9.150
H104 -15.182 -15.533 -7.731
H105 -15.168 -18.801 -9.591
H106 -14.385 -17.944 -8.300
H107 -16.130 -18.397 -8.127
H108 -17.511 -16.473 -7.813
H109 -17.990 -15.717 -9.355
H110 -18.058 -17.362 -9.185
H111 -14.404 -18.551 -12.087
H112 -13.159 -17.920 -11.012
H113 -13.027 -17.622 -12.631
H114 -16.221 -18.536 -11.214
C55 -11.721 -13.653 -5.019
C56 -10.748 -14.702 -4.315
C57 -11.386 -15.045 -2.939
C58 -12.555 -16.049 -3.083
C59 -12.183 -17.302 -3.843
C60 -11.555 -17.108 -5.190
N7 -10.497 -15.969 -5.056
O7 -9.748 -15.889 -6.157
C61 -10.734 -18.382 -5.426
C62 -12.598 -16.953 -6.330
C63 -9.493 -13.951 -3.864
H115 -11.446 -13.464 -6.057
H116 -11.646 -12.667 -4.560
H117 -12.751 -14.011 -5.005
H118 -10.551 -15.419 -2.346
H119 -11.780 -14.189 -2.391
H120 -13.411 -15.543 -3.530
H121 -12.945 -16.241 -2.083
H122 -13.106 -17.851 -4.029
H123 -11.661 -17.956 -3.145
H124 -10.146 -18.490 -6.337
H125 -10.023 -18.474 -4.606
H126 -11.405 -19.241 -5.397
H127 -13.355 -17.737 -6.344
H128 -13.092 -15.982 -6.297
H129 -12.133 -16.805 -7.305
H130 -9.006 -13.483 -4.719
H131 -8.737 -14.624 -3.459
H132 -9.760 -13.162 -3.161
H133 -8.904 -16.193 -5.815
O8 -8.608 -13.048 -12.270
C64 -8.949 -13.607 -11.273
O9 -9.578 -12.893 -10.306
C65 -9.880 -13.674 -9.174
C66 -9.027 -14.890 -9.388
C67 -8.946 -15.117 -10.883
H134 -10.930 -13.949 -9.071
H135 -9.587 -13.151 -8.264
H136 -9.430 -15.680 -8.753
H137 -8.027 -14.779 -8.968
H138 -9.863 -15.587 -11.239
H139 -8.157 -15.735 -11.310
O10 -10.092 -20.217 -12.541
C68 -10.426 -19.951 -11.389
O11 -10.195 -18.718 -10.786
C69 -10.616 -18.804 -9.427
C70 -10.479 -20.280 -9.179
C71 -11.074 -20.888 -10.440
H140 -11.608 -18.354 -9.381
H141 -9.920 -18.234 -8.812
H142 -11.107 -20.466 -8.307
H143 -9.470 -20.555 -8.872
H144 -12.161 -20.806 -10.476
H145 -10.827 -21.875 -10.831

Summary:
lowest unoccupied orbital energy = 0.27 eV
relative energy (zero: lowest compared OMol25 entry of this formula, charge and spin) = 211.3 kJ/mol
multiplicity = 1
SMILES = CC1(C)CCCC(C)(C)N1O.CC1(C)CCCC(C)(C)N1O.CC1(C)CCCC(C)(C)N1O.CC1(C)CCCC(C)(C)N1O.CC1(C)CCCC(C)(C)N1O.CC1(C)CCCC(C)(C)N1O.CC1(C)CCCC(C)(C)N1O.O=C1CCCO1.O=C1CCCO1
highest occupied orbital energy = -7.725 eV
HOMO-LUMO gap = 7.997 eV

This record from the OMol25 dataset describes an isolated molecule of C7H14O. The level of theory is wB97M-V/def2-TZVPD.

CARTESIAN COORDINATES (ANGSTROEM)
C1 -1.662 1.909 -1.914
C2 -1.469 0.427 -1.627
C3 -0.081 -0.068 -2.140
C4 1.055 0.324 -1.220
C5 0.958 -0.905 2.443
O1 -0.167 -1.367 3.223
C6 0.634 -0.079 1.242
C7 1.019 -0.506 0.043
H1 -0.762 2.503 -1.758
H2 -1.851 2.027 -2.988
H3 -2.491 2.368 -1.384
H4 -1.417 0.175 -0.564
H5 -2.251 -0.147 -2.114
H6 0.071 0.331 -3.150
H7 -0.162 -1.151 -2.237
H8 0.965 1.358 -0.901
H9 2.001 0.063 -1.699
H10 1.444 -1.826 2.167
H11 1.562 -0.308 3.114
H12 -0.917 -0.750 3.217
H13 0.269 0.938 1.365
H14 1.442 -1.504 -0.043

Summary:
lowest unoccupied orbital energy = 1.02 eV
relative energy (zero: lowest compared OMol25 entry of this formula, charge and spin) = 120.8 kJ/mol
multiplicity = 1
SMILES = CCCC/C=C/CO
highest occupied orbital energy = -9.614 eV
HOMO-LUMO gap = 10.633 eV

This record from the OMol25 dataset describes a cluster of 9 separate species, C23H52BF16N5O9P in total. The level of theory is wB97M-V/def2-TZVPD.

CARTESIAN COORDINATES (ANGSTROEM)
C1 -0.085 1.262 -3.449
C2 0.228 2.664 -2.907
O1 -0.016 2.948 -1.755
N1 0.756 3.649 -3.911
H1 1.665 3.946 -3.586
H2 0.996 3.071 -4.704
C3 -0.323 4.707 -4.043
H3 0.606 1.130 -4.282
H4 -1.117 1.167 -3.787
H5 0.181 0.468 -2.751
H6 -1.318 4.478 -4.427
H7 0.225 5.359 -4.723
H8 -0.456 5.275 -3.123
C4 1.853 2.449 4.454
C5 1.640 2.685 2.942
O2 2.462 3.199 2.159
N2 0.360 2.150 2.314
H9 0.443 1.253 1.857
H10 -0.325 2.002 3.042
C6 -0.195 3.046 1.202
H11 1.605 1.402 4.627
H12 1.171 3.034 5.071
H13 2.869 2.561 4.831
H14 -0.263 4.116 1.398
H15 -1.159 2.675 0.853
H16 0.649 3.041 0.512
C7 3.409 -5.396 1.065
C8 2.443 -4.186 1.265
O3 1.188 -4.303 1.252
N3 3.086 -2.871 1.948
H17 2.509 -2.628 2.740
H18 3.940 -3.119 2.426
C9 3.561 -1.720 0.937
H19 4.295 -5.151 0.480
H20 2.837 -6.231 0.660
H21 3.582 -5.722 2.091
H22 2.765 -1.005 0.728
H23 3.892 -2.217 0.026
H24 4.388 -1.197 1.418
C10 -3.254 -0.580 2.879
C11 -4.529 -1.296 2.512
O4 -5.598 -1.120 3.169
N4 -4.367 -2.522 1.614
H25 -5.277 -2.876 1.357
H26 -3.891 -2.181 0.790
C12 -3.645 -3.658 2.319
H27 -3.558 0.298 3.449
H28 -2.938 -0.204 1.906
H29 -2.433 -1.058 3.414
H30 -3.561 -4.368 1.496
H31 -4.181 -4.085 3.167
H32 -2.677 -3.345 2.710
C13 -3.465 -3.746 -2.953
C14 -2.438 -3.568 -1.919
O5 -2.762 -3.572 -0.743
N5 -1.015 -3.087 -2.362
H33 -1.181 -2.475 -3.148
H34 -0.719 -2.455 -1.632
C15 0.057 -4.165 -2.583
H35 -3.632 -2.839 -3.533
H36 -4.481 -3.983 -2.635
H37 -2.984 -4.437 -3.645
H38 0.446 -4.247 -1.568
H39 0.776 -3.822 -3.327
H40 -0.328 -5.155 -2.827
C16 6.941 2.225 -0.669
O6 5.491 2.260 -1.049
O7 7.635 1.469 -1.685
C17 7.397 3.666 -0.280
F1 8.426 3.482 0.431
F2 7.670 4.498 -1.240
F3 6.446 4.263 0.510
C18 4.711 1.047 -0.764
C19 3.277 1.244 -1.270
H41 3.245 1.194 -2.358
H42 2.427 0.775 -0.774
H43 3.128 2.314 -1.125
H44 4.606 0.970 0.318
H45 5.082 0.111 -1.183
H46 6.933 1.541 0.179
C20 -5.790 1.022 -1.514
O8 -5.691 2.153 -2.334
O9 -7.115 0.592 -1.803
C21 -4.691 -0.121 -1.507
F4 -3.943 -0.246 -2.615
F5 -3.862 -0.121 -0.547
F6 -5.259 -1.365 -1.311
C22 -4.533 3.009 -2.313
C23 -4.835 4.278 -2.980
H47 -5.692 4.323 -3.652
H48 -5.046 4.997 -2.188
H49 -4.019 4.611 -3.621
H50 -3.776 2.525 -2.929
H51 -4.197 3.183 -1.290
H52 -5.699 1.459 -0.520
P1 1.415 -1.450 5.372
F7 0.321 -0.871 4.201
F8 0.207 -2.190 6.187
F9 1.576 -2.910 4.585
F10 2.571 -1.996 6.377
F11 2.661 -0.786 4.452
F12 1.456 -0.081 6.328
B1 -0.443 -0.891 0.395
F13 0.472 -1.433 -0.494
F14 -1.145 -1.984 0.942
F15 0.183 -0.121 1.337
F16 -1.254 -0.090 -0.356

Summary:
lowest unoccupied orbital energy (alpha / beta) = -6.33 / -7.33 eV
net charge = +2
multiplicity = 2
highest occupied orbital energy (alpha / beta) = -8.389 / -8.389 eV
HOMO-LUMO gap (alpha / beta) = 2.054 / 1.056 eV

This record from the OMol25 dataset describes a cluster of 2 separate species, C7H14O2 in total. The level of theory is wB97M-V/def2-TZVPD.

CARTESIAN COORDINATES (ANGSTROEM)
O1 -2.055 1.975 0.602
C1 -2.569 1.141 1.248
C2 -2.187 -0.266 1.457
C3 -0.740 -0.762 1.224
C4 -0.002 -0.384 -0.017
C5 0.623 0.727 -0.235
C6 1.216 1.187 -1.521
C7 -0.113 -1.388 -1.037
H1 -3.549 1.454 1.713
H2 -2.623 -0.697 2.331
H3 -2.870 -0.749 0.719
H4 -0.668 -1.856 1.291
H5 -0.150 -0.419 2.115
H6 0.844 1.522 0.556
H7 1.974 1.851 -1.365
H8 1.485 0.266 -2.041
H9 0.481 1.705 -2.230
H10 0.641 -2.117 -1.127
H11 -1.122 -1.865 -0.937
H12 -0.260 -0.971 -2.124
H13 3.517 -0.753 -0.538
H14 4.027 0.631 -0.188
O2 4.100 -0.233 0.104

Summary:
lowest unoccupied orbital energy = 0.76 eV
relative energy (zero: lowest compared OMol25 entry of this formula, charge and spin) = 238.6 kJ/mol
multiplicity = 1
SMILES = C/C=C(\C)CCC=O.O
highest occupied orbital energy = -8.764 eV
HOMO-LUMO gap = 9.524 eV

Number 1: maximum force 0.9 eV/A. Number 2: maximum force 0.4 eV/A. Number 3: maximum force 3.1 eV/A. Number 4: maximum force 3.5 eV/A. Number 5: maximum force 5.1 eV/A. Number 6: maximum force 1.7 eV/A. Number 7: maximum force 6.8 eV/A. Number 8: maximum force 5.6 eV/A.